# 1
Below is 17 unconnected molecules or ions with the total composition C36H112N6O23 in a non-equilibrium geometry, with properties calculated with ωB97M-V/def2-TZVPD.

Energy above the lowest of the compared OMol25 structures with the same formula, charge and spin (kJ/mol): 175.2
Maximum force (eV/Å): 2.25
Kohn-Sham gap (eV): 8.8
HOMO energy (eV): -8.59

Geometry as ORCA input:
```
! wB97M-V def2-TZVPD RIJCOSX def2/J DEFGRID3
* xyz 0 1
C -13.80567 20.06763 -2.75129
C -14.38757 21.41645 -2.36343
C -15.80846 21.32095 -1.84475
O -16.66832 20.65116 -2.76844
C -18.04418 20.91866 -2.48558
N -13.52974 22.06122 -1.35340
H -14.45889 19.59186 -3.48601
H -13.66842 19.41084 -1.88889
H -12.81344 20.13392 -3.20909
H -14.43177 22.04256 -3.26226
H -16.14658 22.34855 -1.64117
H -15.88524 20.72561 -0.93420
H -18.23679 20.58355 -1.46553
H -18.61172 20.27862 -3.15287
H -18.28260 21.97783 -2.56344
H -13.01294 21.34980 -0.84046
H -14.12291 22.50819 -0.66473
C -14.16948 15.75201 -6.80805
C -14.22803 16.85142 -5.74004
C -12.88797 17.20178 -5.13568
O -12.24421 16.01813 -4.68695
C -10.86660 16.16180 -4.44474
N -14.77277 18.08536 -6.37366
H -13.71334 16.05778 -7.74876
H -15.20070 15.45684 -7.01616
H -13.64374 14.88166 -6.40967
H -14.92327 16.55840 -4.95324
H -13.03349 17.90003 -4.30319
H -12.22627 17.70855 -5.85223
H -10.35987 16.66038 -5.27651
H -10.48909 15.15225 -4.28891
H -10.63109 16.71195 -3.52421
H -15.58093 17.75875 -6.90049
H -14.14954 18.43586 -7.09448
C -14.52795 16.63981 -1.59956
C -14.22146 15.13937 -1.59332
C -15.25951 14.32758 -0.82035
O -15.36424 14.70749 0.53208
C -14.24944 14.35938 1.32575
N -14.12985 14.62446 -2.95808
H -13.63010 17.20251 -1.85895
H -14.87642 17.00727 -0.63042
H -15.31070 16.82385 -2.33922
H -13.24125 14.97124 -1.13711
H -15.04442 13.26184 -0.95835
H -16.24119 14.54856 -1.25001
H -14.50228 14.62655 2.34947
H -13.31866 14.84971 1.03142
H -14.10029 13.27324 1.28361
H -13.59312 15.22974 -3.58448
H -15.05485 14.58497 -3.38114
C -13.96269 21.89748 -6.69792
C -12.59093 22.49546 -7.01348
C -11.55204 21.37743 -6.91833
O -11.37983 21.05766 -5.55248
C -10.31029 20.17544 -5.33347
N -12.57155 23.09990 -8.33624
H -13.94058 21.62729 -5.63886
H -14.18554 21.00207 -7.28074
H -14.81906 22.56585 -6.81734
H -12.36738 23.23713 -6.23724
H -10.62859 21.74818 -7.37860
H -11.92328 20.51243 -7.47976
H -10.53523 19.14374 -5.63547
H -10.23833 20.06380 -4.24440
H -9.34039 20.51744 -5.69852
H -13.37519 23.70777 -8.45026
H -11.78979 23.72287 -8.50580
C -13.79435 24.99359 0.24638
C -14.32922 25.48962 1.59607
C -15.66243 24.85450 1.97466
O -16.65244 25.00347 0.98753
C -17.97033 24.87584 1.48400
N -13.33113 25.12143 2.60102
H -14.55171 25.20598 -0.50547
H -13.47850 23.96130 0.32298
H -12.90623 25.59076 0.02467
H -14.51863 26.56115 1.44972
H -15.97044 25.38561 2.89125
H -15.55849 23.82043 2.32542
H -18.18707 25.60906 2.26659
H -18.14418 23.88484 1.91481
H -18.65502 24.99449 0.64864
H -12.53852 25.74086 2.44042
H -13.57566 25.36442 3.55925
C -18.10938 17.37901 -0.59604
C -19.60140 17.11975 -0.48690
C -20.11544 16.25492 -1.64813
O -21.46195 15.88876 -1.49405
C -22.06835 15.34303 -2.65505
N -19.85083 16.37592 0.79023
H -17.88882 17.93348 -1.51125
H -17.62078 16.39974 -0.64579
H -17.71809 17.90101 0.27326
H -20.18150 18.02273 -0.27954
H -19.49740 15.34158 -1.62511
H -19.87212 16.76889 -2.58876
H -21.72566 14.29721 -2.65124
H -21.70408 15.81088 -3.57241
H -23.15301 15.32643 -2.60425
H -20.75024 15.91249 0.68046
H -19.18296 15.60264 0.79332
O -19.68630 18.63756 -4.80500
H -18.71242 18.70069 -4.80042
H -19.94755 18.77542 -5.71981
O -16.76430 24.46879 -1.73513
H -16.41543 25.25818 -2.19237
H -16.64706 24.65614 -0.78171
O -17.02520 19.38491 -5.19438
H -16.18326 18.96274 -5.46184
H -16.79808 20.02465 -4.49438
O -12.07149 23.17196 -3.55690
H -12.36544 22.93910 -2.65313
H -12.16267 22.34390 -4.04621
O -19.86857 21.90291 -6.22720
H -19.73669 22.03976 -7.16901
H -19.13724 21.33554 -5.95843
C -23.04942 19.99156 -3.36559
C -22.19100 19.01941 -2.57529
O -20.91347 19.62122 -2.45261
O -22.63756 20.10381 -4.72062
H -23.15116 20.99710 -2.93633
H -24.09760 19.67420 -3.43137
H -22.11633 18.21377 -3.31907
H -22.55495 18.60682 -1.63837
H -20.33112 19.37171 -3.18478
H -21.72964 20.43944 -4.74151
C -21.53426 25.64468 -2.57685
C -20.27003 25.20068 -1.87161
O -19.40901 24.67603 -2.88313
O -22.17975 24.53899 -3.18650
H -21.25620 26.32944 -3.38510
H -22.24540 26.05754 -1.86444
H -20.49658 24.34890 -1.22059
H -19.83034 26.02240 -1.29862
H -18.54993 24.46664 -2.47737
H -21.54906 23.96040 -3.62923
C -21.91970 22.02457 -0.21185
C -20.46300 21.65277 -0.05869
O -19.90078 22.18029 1.15047
O -22.71084 21.16015 0.58582
H -22.13615 21.93804 -1.28152
H -22.05533 23.07126 0.08305
H -19.82300 22.03637 -0.85131
H -20.35745 20.56403 -0.10610
H -20.41607 21.90640 1.91608
H -23.63029 21.35407 0.38210
C -16.99943 23.60442 -5.09880
C -16.16342 24.79784 -4.68063
O -16.89217 25.80644 -3.99609
O -17.82069 23.98612 -6.20231
H -17.57410 23.24547 -4.25827
H -16.31550 22.80030 -5.39083
H -15.46414 25.14780 -5.45024
H -15.43624 24.44703 -3.93313
H -17.77374 25.86540 -4.38891
H -17.26705 24.01725 -6.98716
C -16.88671 20.89905 3.02386
C -16.42152 21.01249 1.58751
O -17.44577 20.48497 0.71871
O -16.86791 19.56154 3.49689
H -17.86483 21.36489 3.13310
H -16.23059 21.50349 3.67217
H -15.51598 20.48854 1.28052
H -16.29979 22.06486 1.29719
H -18.21077 21.07184 0.82763
H -15.94189 19.30647 3.53166
C -10.61109 20.48889 0.13695
C -10.42847 20.47344 -1.36947
O -9.08215 20.77831 -1.69681
O -11.95204 20.11928 0.45892
H -10.32087 21.46434 0.54778
H -9.92309 19.79423 0.63388
H -11.09534 21.19537 -1.83924
H -10.68532 19.45867 -1.69666
H -9.09825 21.48412 -2.34825
H -12.02488 20.11942 1.41724
*
```

# 2
Below is a molecular structure, C36H117N9O18 in a non-equilibrium geometry, with properties calculated with ωB97M-V/def2-TZVPD.

Energy above the lowest of the compared OMol25 structures with the same formula, charge and spin (kJ/mol): 579.1
Maximum force (eV/Å): 9.12
Kohn-Sham gap (eV): 8.2
HOMO energy (eV): -8.09

Geometry as ORCA input:
```
! wB97M-V def2-TZVPD RIJCOSX def2/J DEFGRID3
* xyz 0 1
C 5.07072 -3.03432 2.92863
C 3.53785 -3.03314 2.93196
C 2.98426 -1.84862 3.71589
O 3.43164 -1.83649 5.06027
C 2.86248 -0.77058 5.79286
N 3.03450 -3.01688 1.56306
H 5.46948 -3.10088 3.94706
H 5.47965 -2.14318 2.45297
H 5.52135 -3.92262 2.47867
H 3.23319 -3.95416 3.43637
H 1.90316 -2.01278 3.82795
H 3.15589 -0.90224 3.18891
H 1.86235 -0.51417 5.42673
H 3.53586 0.08736 5.75443
H 2.68031 -1.09973 6.81660
H 3.36666 -3.82254 1.04355
H 3.45578 -2.21172 1.08263
C 0.41150 -4.80767 -1.98964
C 1.80806 -5.20774 -2.47308
C 2.76768 -4.04224 -2.49512
O 2.24478 -3.08138 -3.39577
C 2.75376 -1.79118 -3.16820
N 2.32877 -6.23188 -1.52772
H -0.25525 -4.42169 -2.76122
H 0.58940 -4.04177 -1.23976
H -0.21985 -5.56449 -1.52239
H 1.73495 -5.60731 -3.49141
H 3.79588 -4.33530 -2.74834
H 2.88381 -3.59821 -1.49656
H 3.84092 -1.79730 -3.26812
H 2.48618 -1.35690 -2.19407
H 2.24415 -1.08415 -3.82474
H 1.60453 -6.94153 -1.62241
H 3.17285 -6.66020 -1.89779
C 3.58884 4.91610 -2.71847
C 2.74564 3.80960 -3.29098
C 3.52709 2.49881 -3.55836
O 4.33156 2.16575 -2.43991
C 5.21956 1.08190 -2.64444
N 1.67974 3.46815 -2.31594
H 3.99825 4.57475 -1.76724
H 3.01830 5.82878 -2.53321
H 4.39007 5.22301 -3.39779
H 2.33564 4.14913 -4.24474
H 4.09905 2.69538 -4.47147
H 2.82046 1.68550 -3.73289
H 6.00092 1.04145 -1.88614
H 5.72420 1.21558 -3.60411
H 4.66460 0.14643 -2.54823
H 1.98351 2.95571 -1.49382
H 1.42206 4.34745 -1.87958
C -0.12624 -5.69393 3.53930
C 0.84127 -6.14312 2.46406
C 0.52252 -7.49091 1.79868
O 0.32896 -8.46454 2.80828
C -0.02735 -9.72233 2.30211
N 0.77504 -5.13610 1.40615
H -0.09232 -6.27459 4.46193
H -1.13878 -5.74319 3.13099
H 0.05957 -4.66120 3.84396
H 1.81833 -6.28831 2.94672
H 1.39955 -7.75503 1.19563
H -0.34550 -7.39927 1.13699
H -0.28283 -10.31912 3.17575
H 0.69835 -10.25211 1.67366
H -0.91210 -9.70762 1.65074
H 1.16912 -4.26329 1.75761
H 1.37584 -5.36519 0.61666
C -3.01437 2.08481 6.02895
C -1.57679 2.57828 6.15098
C -0.66930 2.01104 5.08705
O -0.67799 0.59155 5.16692
C -0.15471 0.00204 4.00583
N -1.55968 4.02918 5.98734
H -3.55139 2.45826 5.15455
H -3.60366 2.34995 6.90979
H -3.04371 0.99455 5.99260
H -1.29696 2.23226 7.15295
H 0.35655 2.39728 5.08800
H -1.05446 2.25219 4.08750
H -0.00454 -1.06424 4.17207
H 0.89368 0.31215 3.87614
H -0.67694 0.20641 3.07023
H -1.99405 4.56851 6.72365
H -0.60962 4.37916 5.91385
C -1.46529 -4.61182 -0.29484
C -1.39895 -3.08533 -0.27666
C -2.78676 -2.43340 -0.31513
O -3.37506 -2.51061 -1.59942
C -2.75654 -1.75417 -2.62490
N -0.68589 -2.68162 0.96097
H -1.76594 -4.93070 -1.29349
H -2.10911 -4.92971 0.52472
H -0.46102 -5.00995 -0.13653
H -0.82702 -2.76414 -1.15617
H -2.65629 -1.39355 0.00335
H -3.40486 -2.92704 0.43395
H -1.83559 -2.27139 -2.90543
H -2.66652 -0.69448 -2.37474
H -3.41269 -1.84436 -3.49163
H -0.26997 -1.76771 0.80244
H 0.10362 -3.32361 1.00812
C -0.75678 2.69674 0.82090
C -0.41549 2.10999 -0.54483
C -0.49535 0.59558 -0.53777
O 0.31363 0.00294 0.44650
C 1.70701 0.10983 0.23703
N -1.36496 2.70298 -1.50986
H -0.05030 2.41975 1.61226
H -1.69731 2.31171 1.23874
H -0.86314 3.77363 0.93712
H 0.59661 2.45614 -0.77732
H -0.21885 0.17645 -1.51192
H -1.53516 0.34115 -0.33095
H 2.12758 1.04861 0.60271
H 1.96069 0.06101 -0.83094
H 2.18059 -0.77642 0.65625
H -1.05187 2.23030 -2.36493
H -1.15417 3.68009 -1.68466
C -1.76158 3.31040 -4.61747
C -0.79198 2.23468 -5.06185
C 0.23827 2.71277 -6.10215
O 1.13726 1.66929 -6.39584
C 2.18429 2.14303 -7.21129
N -0.15535 1.63520 -3.89169
H -2.25452 3.79167 -5.46273
H -1.20376 4.08743 -4.08625
H -2.49839 2.87486 -3.94467
H -1.33346 1.41062 -5.53614
H 0.78950 3.60503 -5.77785
H -0.30151 2.96181 -7.02898
H 1.81420 2.56695 -8.14700
H 2.86043 1.33544 -7.50071
H 2.87043 2.82678 -6.70081
H 0.34303 2.31537 -3.30312
H 0.55272 0.96526 -4.16876
C -5.11128 0.86432 0.17415
C -5.03857 0.74685 -1.34124
C -6.38523 0.51390 -1.99643
O -6.07461 -0.11319 -3.23145
C -7.18079 -0.29557 -4.08603
N -4.40244 1.92391 -1.96258
H -5.61786 0.01348 0.63635
H -5.59327 1.78040 0.51935
H -4.10394 0.78317 0.59191
H -4.36002 -0.07580 -1.57307
H -6.99013 1.42332 -2.04171
H -6.88947 -0.26942 -1.41257
H -7.97605 -0.81298 -3.53857
H -6.90235 -0.87340 -4.96400
H -7.61118 0.64101 -4.45721
H -3.41351 2.04699 -1.74786
H -4.40420 1.81077 -2.97227
O -1.80494 4.69334 4.06537
H -2.53929 4.14921 3.72869
H -1.79595 4.52166 5.02117
O -4.43621 3.66355 3.65423
H -4.93136 4.32822 3.16498
H -5.10439 3.17891 4.15223
O -0.25505 5.75090 -0.91837
H -1.21245 5.78700 -0.75601
H 0.02705 6.66783 -1.02128
O 1.57850 4.39780 0.51366
H 0.97068 4.95095 -0.03966
H 1.38604 4.63089 1.44796
O -2.77808 4.96023 -0.32089
H -2.54399 4.12695 -0.77402
H -3.72887 4.91263 -0.18910
O 0.64277 5.45780 3.05271
H -0.20390 5.15777 3.46217
H 0.66952 6.40310 3.23102
O -3.15241 7.05099 2.99673
H -2.55161 6.29247 2.95033
H -4.03094 6.66492 2.99254
O 3.46109 2.10690 0.22402
H 3.63062 2.29623 -0.71839
H 3.05369 2.92407 0.56897
O 4.40830 -0.50269 0.46896
H 3.97558 0.37901 0.35172
H 5.16991 -0.31133 1.02545
*
```

# 3
Below is 2 unconnected molecules or ions with the total composition C36H16Br2F15OSi in a non-equilibrium geometry, with properties calculated with ωB97M-V/def2-TZVPD.

Maximum force (eV/Å): 1.63
Kohn-Sham gap (eV): 6.0
HOMO energy (eV): -11.74

Geometry as ORCA input:
```
! wB97M-V def2-TZVPD RIJCOSX def2/J DEFGRID3
* xyz 1 1
C 1.32832 1.08595 -0.03651
C -0.16071 1.03787 0.04588
C -0.95550 2.04103 0.50217
O -0.66958 -0.10549 -0.46118
Si -1.59154 -1.36632 0.12254
C -1.76876 -2.56486 -1.29212
C -2.87381 -3.41640 -1.32185
F -3.79414 -3.34067 -0.31960
C -3.10563 -4.33476 -2.34310
F -4.21848 -5.09634 -2.33321
C -2.18007 -4.43653 -3.38442
F -2.38387 -5.31272 -4.38473
C -1.05004 -3.61675 -3.38107
F -0.15010 -3.71452 -4.37941
C -0.86031 -2.69881 -2.34712
F 0.24337 -1.90970 -2.38726
C -0.76022 -2.30394 1.51034
C -1.50504 -2.91178 2.52506
F -2.86190 -2.83584 2.49723
C -0.92857 -3.59734 3.59243
F -1.70593 -4.17112 4.53293
C 0.46146 -3.67878 3.68054
F 1.03811 -4.28620 4.73482
C 1.23981 -3.13296 2.66138
F 2.58204 -3.23628 2.71791
C 0.62186 -2.48976 1.58981
F 1.40462 -2.04093 0.56830
C -3.15910 -0.51799 0.65415
C -4.21596 -0.25180 -0.22074
F -4.12706 -0.66469 -1.51461
C -5.34573 0.46826 0.15993
F -6.38122 0.61341 -0.69157
C -5.40586 1.03580 1.43133
F -6.48645 1.73943 1.81766
C -4.34969 0.83963 2.31617
F -4.38395 1.39417 3.54552
C -3.26357 0.07105 1.91206
F -2.22426 -0.07657 2.78527
H 1.71925 2.10596 0.02951
H 1.74348 0.53691 0.82101
H 1.65367 0.61433 -0.97440
H -2.03414 1.96250 0.40393
H -0.49251 2.99462 0.72254
Br 8.42006 0.93899 4.24920
C 6.65820 1.40846 3.79728
C 6.38157 1.92416 2.51697
C 5.08138 2.26996 2.17281
C 4.01286 2.12095 3.10169
C 2.68091 2.48562 2.73210
C 1.56159 2.01840 3.40874
C 0.28043 2.49871 3.14845
C -0.79625 2.32988 4.07804
C -1.81126 3.31635 4.21815
C -2.58646 3.37474 5.36987
C -2.44947 2.38400 6.35690
Br -3.53357 2.44430 7.89896
C -1.61257 1.28035 6.12404
C -0.80874 1.23844 4.98925
C 4.31713 1.57656 4.38584
C 5.61942 1.23543 4.72689
H 7.19019 2.04989 1.80127
H 4.85369 2.66338 1.17678
H 2.54339 3.16120 1.88550
H 1.72017 1.29050 4.21495
H 0.17891 3.28530 2.41160
H -1.92098 4.06631 3.42530
H -3.31899 4.16629 5.49480
H -1.62017 0.45184 6.82290
H -0.15725 0.38148 4.79550
H 3.52550 1.44761 5.13274
H 5.84406 0.82955 5.71350
*
```